Computed, not measured: a molecular structure, C24H39FeN12P, with ωB97M-V/def2-TZVPD.

The calculation puts the relative energy (zero: lowest compared OMol25 entry of this formula, charge and spin) at 1.5 kcal/mol. Its multiplicity is 5. The LUMO energy (alpha / beta) comes out at -4.46 / -4.59 eV. As for the calculated total energy: -87068.303 eV. The gap between HOMO and LUMO (alpha / beta) is 9.1067 / 8.9076 eV. Its total charge is +2. As for the expectation value of S²: 6.0100.

Each line ends with the Mulliken spin population.
CARTESIAN COORDINATES (ANGSTROEM)
Fe (-0.3301, 0.3343, -0.0720)  3.659
C (5.3044, 0.1895, -0.3605)  0.000
N (3.9251, 0.2210, -0.8426)  0.000
C (3.5352, 0.0500, -2.1407)  0.005
C (2.1750, 0.1569, -2.1542)  0.017
N (1.7298, 0.3829, -0.8810)  0.027
C (2.8055, 0.4186, -0.1080)  0.016
P (2.7848, 0.6490, 1.6964)  0.000
C (1.6819, -0.7366, 2.1019)  -0.010
N (0.5713, -1.0278, 1.4446)  0.043
C (0.0254, -2.1142, 2.0665)  0.008
C (0.8261, -2.4827, 3.1104)  0.003
N (1.8734, -1.6058, 3.1238)  0.000
C (2.9857, -1.6285, 4.0709)  0.000
C (1.5114, 1.9646, 1.7675)  0.011
N (0.2362, 1.8410, 1.4083)  0.030
C (-0.3753, 3.0221, 1.7426)  0.018
C (0.5368, 3.8568, 2.3130)  0.001
N (1.7258, 3.1790, 2.3217)  0.001
C (2.9799, 3.6886, 2.8742)  0.000
H (5.9504, -0.0626, -1.1957)  0.000
H (5.4192, -0.5664, 0.4128)  0.000
H (5.5938, 1.1624, 0.0306)  0.000
H (4.2457, -0.1198, -2.9308)  0.000
H (1.5008, 0.1012, -2.9890)  0.002
H (-0.8908, -2.5610, 1.7229)  0.001
H (0.7442, -3.2820, 3.8262)  0.000
H (2.7607, -2.3574, 4.8435)  0.000
H (3.1073, -0.6524, 4.5343)  0.000
H (3.9081, -1.9155, 3.5703)  0.000
H (-1.4263, 3.1909, 1.5834)  0.001
H (0.4429, 4.8508, 2.7145)  0.000
H (2.9127, 4.7709, 2.9331)  0.000
H (3.8092, 3.4246, 2.2236)  0.000
H (3.1512, 3.2840, 3.8697)  0.000
C (-0.3386, 3.2707, -1.4986)  0.008
N (-0.6757, 2.8523, -2.8268)  0.003
C (-1.2495, 3.8109, -3.7567)  0.000
C (-1.5251, 2.9328, -4.9639)  0.000
N (-1.6309, 1.5932, -4.3806)  0.002
C (-1.6578, 0.5109, -5.3579)  0.000
C (-1.0691, 1.5793, -3.1270)  0.018
N (-0.9343, 0.5854, -2.2896)  0.039
C (-1.4240, -0.7265, -2.7175)  0.013
C (-1.2106, -1.7227, -1.5954)  -0.030
N (-1.7454, -1.1602, -0.3596)  0.048
C (-2.9947, -1.2835, 0.0009)  0.026
N (-4.0007, -2.0019, -0.5634)  0.004
C (-3.8688, -3.1491, -1.4481)  -0.001
C (-5.2185, -1.9043, 0.2447)  0.000
C (-4.9418, -0.6918, 1.1220)  -0.001
N (-3.4861, -0.6376, 1.1044)  0.003
C (-2.8085, 0.4708, 1.7195)  0.021
H (0.0924, 4.2708, -1.5419)  0.002
H (0.4246, 2.6165, -1.0843)  -0.002
H (-1.2107, 3.3016, -0.8351)  0.002
H (-0.5406, 4.6092, -3.9704)  0.000
H (-2.1652, 4.2549, -3.3522)  0.000
H (-0.7073, 2.9707, -5.6898)  0.000
H (-2.4519, 3.1939, -5.4713)  0.000
H (-2.0904, 0.9174, -6.2692)  0.000
H (-2.2845, -0.3177, -5.0493)  0.000
H (-0.6548, 0.1477, -5.5989)  0.000
H (-0.9106, -1.1025, -3.6053)  0.000
H (-2.4958, -0.6768, -2.9443)  0.001
H (-0.1363, -1.8682, -1.4434)  0.002
H (-1.6067, -2.6979, -1.8642)  0.011
H (-3.1997, -3.9090, -1.0400)  0.000
H (-3.5355, -2.8604, -2.4432)  0.000
H (-4.8554, -3.5940, -1.5529)  0.000
H (-5.3608, -2.8131, 0.8354)  0.000
H (-6.0855, -1.7667, -0.3985)  0.000
H (-5.3097, -0.8218, 2.1382)  0.000
H (-5.3756, 0.2235, 0.7066)  0.000
H (-3.3360, 0.7418, 2.6328)  0.004
H (-2.7785, 1.3543, 1.0658)  -0.002
H (-1.8001, 0.1876, 2.0224)  -0.004

Atomic forces in eV per Å
Fe 0.350 -0.105 -0.354
C -0.020 0.008 -0.003
N -0.005 -0.032 0.017
C 0.003 0.044 -0.007
C 0.011 0.031 0.028
N -0.066 0.034 -0.028
C 0.020 -0.007 0.076
P 0.020 0.109 0.006
C 0.083 -0.009 -0.002
N -0.133 -0.024 0.124
C 0.068 -0.019 -0.019
C 0.027 0.002 -0.030
N -0.019 -0.006 0.036
C -0.009 -0.002 -0.029
C -0.043 -0.140 0.163
N -0.041 0.218 -0.314
C 0.042 -0.115 0.121
C 0.022 -0.019 0.016
N 0.008 0.026 -0.009
C -0.026 -0.006 0.014
H 0.006 0.002 0.002
H -0.002 0.000 -0.002
H -0.004 -0.001 0.000
H 0.003 -0.005 0.002
H -0.033 -0.021 -0.007
H -0.016 0.010 0.012
H 0.005 0.000 0.004
H 0.004 0.000 0.002
H 0.003 -0.001 -0.002
H -0.002 0.000 -0.001
H 0.015 0.030 -0.040
H 0.011 0.004 -0.006
H 0.004 0.000 0.005
H -0.004 -0.002 0.004
H -0.001 0.000 -0.002
C 0.037 0.065 0.084
N 0.140 -0.062 -0.034
C 0.064 0.028 -0.053
C -0.048 0.036 0.008
N -0.147 -0.035 0.066
C 0.017 -0.001 -0.057
C -0.099 0.005 -0.057
N 0.046 0.107 0.016
C -0.050 -0.032 -0.038
C 0.013 -0.006 0.066
N -0.244 0.036 0.286
C -0.026 0.003 -0.009
N -0.023 0.040 -0.114
C -0.083 -0.025 0.014
C -0.010 0.018 -0.031
C -0.023 -0.068 0.058
N 0.060 -0.117 -0.041
C 0.029 0.002 0.069
H -0.052 0.010 -0.024
H 0.005 -0.039 0.055
H 0.005 -0.034 -0.008
H -0.032 0.021 0.001
H -0.025 -0.042 0.015
H 0.038 -0.018 0.031
H 0.024 0.009 -0.030
H 0.006 0.004 -0.005
H 0.010 0.025 -0.022
H -0.003 -0.003 -0.001
H 0.032 0.022 0.032
H -0.004 -0.006 0.002
H 0.025 -0.003 0.002
H 0.039 0.066 0.030
H -0.014 -0.013 0.002
H -0.034 -0.010 0.004
H -0.004 -0.002 0.000
H 0.040 -0.004 0.022
H -0.018 -0.025 0.022
H -0.017 0.033 -0.007
H 0.027 0.003 -0.047
H -0.043 0.019 -0.033
H 0.024 -0.021 -0.016
H 0.034 0.008 -0.039